(1)
The following is a quantum chemistry calculation of 8 unconnected molecules or ions with the total composition C23H60N5O22P3, from the Open Molecules 2025 dataset.

Properties
Molar mass: 851.668 g mol⁻¹
Structure (SMILES): CCOP(=O)(OCC)OCC.CCOP(=O)(OCC)OCC.CCOP(=O)(OCC)OCC.C[N+](=O)[O-].C[N+](=O)[O-].C[N+](=O)[O-].C[N+](=O)[O-].C[N+](=O)[O-]
LUMO level: -0.0316 eV
Frontier orbital gap: 9.99 eV
Relative energy (zero: lowest compared OMol25 entry of this formula, charge and spin): 0.0 kJ/mol
HOMO: -0.368 Eh

Structure (ORCA input):
```
! wB97M-V def2-TZVPD RIJCOSX def2/J DEFGRID3
* xyz 0 1
C -1.37 0.29 -2.50
C -1.28 -1.22 -2.51
O -1.79 -1.78 -3.73
P -3.32 -1.85 -4.01
O -4.15 -0.76 -3.50
O -3.70 -3.31 -3.52
C -5.03 -3.60 -3.06
C -6.09 -3.46 -4.13
O -3.34 -2.03 -5.58
C -3.00 -0.87 -6.35
C -3.63 -1.00 -7.72
H -0.61 0.75 -1.86
H -1.18 0.64 -3.52
H -2.36 0.64 -2.22
H -0.24 -1.51 -2.41
H -1.75 -1.67 -1.64
H -4.99 -4.62 -2.69
H -5.29 -2.95 -2.22
H -5.95 -2.56 -4.74
H -6.07 -4.31 -4.81
H -7.08 -3.41 -3.68
H -3.38 0.04 -5.87
H -1.92 -0.76 -6.43
H -3.29 -1.92 -8.21
H -4.71 -1.06 -7.65
H -3.33 -0.18 -8.38
C 3.02 2.63 4.38
C 2.87 3.42 3.10
O 4.07 3.41 2.34
P 5.15 4.57 2.31
O 4.77 5.72 1.50
O 5.50 4.89 3.82
C 4.83 5.97 4.49
C 5.29 6.05 5.92
O 6.45 3.84 1.82
C 6.88 2.59 2.35
C 6.31 1.40 1.64
H 3.66 3.13 5.11
H 2.03 2.49 4.82
H 3.37 1.62 4.14
H 2.11 2.95 2.49
H 2.53 4.43 3.33
H 4.97 6.90 3.94
H 3.74 5.84 4.48
H 4.83 5.28 6.54
H 6.38 6.03 6.02
H 4.98 7.02 6.32
H 7.97 2.56 2.26
H 6.70 2.54 3.43
H 5.22 1.37 1.65
H 6.60 1.41 0.58
H 6.69 0.48 2.08
C -1.86 -0.40 4.93
C -2.03 -0.13 3.46
O -2.95 -1.10 2.92
P -2.99 -1.37 1.37
O -1.83 -0.96 0.60
O -3.24 -2.92 1.24
C -4.38 -3.56 1.85
C -3.96 -4.31 3.08
O -4.38 -0.73 1.01
C -4.79 -0.72 -0.39
C -6.28 -0.97 -0.35
H -2.83 -0.54 5.40
H -1.21 -1.25 5.12
H -1.42 0.47 5.43
H -2.42 0.88 3.30
H -1.08 -0.19 2.92
H -5.16 -2.82 2.06
H -4.79 -4.24 1.11
H -3.37 -3.70 3.76
H -4.84 -4.69 3.62
H -3.40 -5.21 2.82
H -4.55 0.24 -0.85
H -4.33 -1.51 -0.98
H -6.76 -0.92 -1.34
H -6.53 -1.97 0.03
H -6.82 -0.23 0.25
C 4.45 3.14 -1.29
N 4.88 3.27 -2.71
O 4.86 4.36 -3.22
O 5.27 2.25 -3.26
H 5.30 3.43 -0.67
H 4.02 2.17 -1.13
H 3.69 3.90 -1.13
C 1.32 -0.99 0.50
N 2.47 -0.09 0.33
O 2.96 -0.06 -0.78
O 2.81 0.60 1.27
H 0.86 -0.83 1.46
H 1.65 -2.02 0.40
H 0.62 -0.78 -0.31
C -1.51 -5.10 -0.66
N -0.22 -4.49 -0.24
O 0.21 -4.80 0.85
O 0.33 -3.73 -1.01
H -2.20 -4.88 0.15
H -1.34 -6.18 -0.70
H -1.83 -4.65 -1.59
C 3.57 -2.54 -2.58
N 3.05 -1.58 -3.59
O 1.97 -1.08 -3.38
O 3.74 -1.37 -4.57
H 4.34 -2.10 -1.97
H 3.98 -3.39 -3.12
H 2.73 -2.82 -1.96
C -0.71 2.11 0.98
N 0.29 2.92 0.23
O 0.41 4.09 0.53
O 0.94 2.32 -0.61
H -0.16 1.33 1.50
H -1.40 1.64 0.28
H -1.20 2.75 1.70
*
```

***

(2)
The following is a quantum chemistry calculation of a molecular structure, CH2Cl4N2, from the Open Molecules 2025 dataset.

Properties
Molar mass: 183.853 g mol⁻¹
LUMO level (spin up / spin down): 0.3846 / -2.0932 eV
Frontier orbital gap (spin up / spin down): 9.80 / 8.21 eV
Relative energy (zero: lowest compared OMol25 entry of this formula, charge and spin): 0.0 kJ/mol
HOMO (spin up / spin down): -0.346 / -0.379 Eh

Structure (ORCA input):
```
! wB97M-V def2-TZVPD RIJCOSX def2/J DEFGRID3
* xyz 0 3
C 0.18 0.07 0.58
N 0.15 -0.59 -0.50
N -2.13 2.48 -0.30
Cl -1.11 0.30 1.73
Cl 0.17 0.43 -2.39
Cl -2.58 2.29 -1.93
Cl -1.21 3.83 -0.18
H 1.06 0.60 0.69
H -0.73 -1.06 -0.61
*
```

***

(3)
The following is a quantum chemistry calculation of 2 unconnected molecules or ions with the total composition C4H7F3N3S, from the Open Molecules 2025 dataset.

Properties
Molar mass: 186.182 g mol⁻¹
LUMO level (spin up / spin down): -5.0046 / -4.5391 eV
Frontier orbital gap (spin up / spin down): 8.17 / 7.63 eV
Relative energy (zero: lowest compared OMol25 entry of this formula, charge and spin): 433.8 kJ/mol
HOMO (spin up / spin down): -0.484 / -0.447 Eh

Structure (ORCA input):
```
! wB97M-V def2-TZVPD RIJCOSX def2/J DEFGRID3
* xyz 1 1
C -0.64 2.23 -0.86
C 0.61 0.56 -0.09
C -1.07 -2.17 0.89
C 1.92 -0.18 0.01
N -1.20 2.04 0.28
N 0.27 1.36 -1.18
N -0.95 -1.54 -0.40
F 3.01 0.58 -0.05
F 1.93 -0.81 1.17
F 2.14 -1.15 -0.95
S -0.33 1.03 1.32
H -0.87 3.08 -1.56
H -1.58 -1.61 1.60
H -1.80 -3.09 0.76
H -0.05 -2.39 1.34
H -2.19 2.50 0.50
H 1.06 1.52 -1.76
H -0.25 -1.98 -1.01
*
```

***

(4)
The following is a quantum chemistry calculation of a molecular structure, C42H63CrN5O4, from the Open Molecules 2025 dataset.

Properties
Molar mass: 753.993 g mol⁻¹
LUMO level (spin up / spin down): -0.0301 / -0.1402 eV
Frontier orbital gap (spin up / spin down): 6.42 / 6.42 eV
Relative energy (zero: lowest compared OMol25 entry of this formula, charge and spin): 189.1 kJ/mol
HOMO (spin up / spin down): -0.237 / -0.241 Eh

Structure (ORCA input):
```
! wB97M-V def2-TZVPD RIJCOSX def2/J DEFGRID3
* xyz 0 5
Cr 1.49 -0.65 1.89
C 4.29 -2.38 3.29
N 4.06 -1.92 1.93
C 5.14 -1.03 1.52
C 3.92 -3.06 1.02
C 2.46 -3.47 0.80
N 1.61 -2.38 0.29
C 0.27 -2.96 0.02
C -0.87 -2.02 -0.28
C -1.63 -2.22 -1.42
C -2.83 -1.55 -1.63
C -3.28 -0.72 -0.60
C -2.57 -0.50 0.56
C -1.29 -1.11 0.71
O -0.53 -0.87 1.75
C -3.19 0.32 1.71
C -3.37 -0.59 2.94
C -4.57 0.88 1.35
C -2.29 1.52 2.07
C -3.68 -1.74 -2.88
C -3.97 -0.37 -3.52
C -5.01 -2.41 -2.51
C -2.99 -2.61 -3.93
C 2.20 -1.84 -0.94
C 1.45 -0.73 -1.62
C 1.15 -0.85 -2.96
C 0.62 0.21 -3.68
C 0.40 1.38 -2.97
C 0.67 1.56 -1.61
C 1.23 0.47 -0.90
O 1.56 0.47 0.38
C 0.31 2.95 -1.05
C 0.52 3.12 0.45
C -1.17 3.24 -1.35
C 1.19 4.00 -1.75
C 0.33 0.14 -5.17
C 0.63 -1.24 -5.76
C 1.21 1.17 -5.90
C -1.15 0.46 -5.43
H 5.28 -2.85 3.40
H 3.54 -3.12 3.57
H 4.22 -1.54 3.98
H 6.11 -1.54 1.48
H 5.21 -0.21 2.24
H 4.93 -0.61 0.54
H 4.46 -3.94 1.40
H 4.37 -2.82 0.06
H 2.04 -3.82 1.74
H 2.46 -4.31 0.09
H -0.01 -3.53 0.90
H 0.36 -3.66 -0.82
H -1.25 -2.92 -2.16
H -4.24 -0.24 -0.72
H -4.06 -1.40 2.71
H -3.77 -0.02 3.78
H -2.41 -1.04 3.21
H -5.28 0.08 1.13
H -4.52 1.55 0.49
H -4.95 1.44 2.20
H -1.31 1.17 2.38
H -2.74 2.10 2.88
H -2.18 2.18 1.21
H -4.54 0.27 -2.85
H -4.54 -0.49 -4.44
H -3.04 0.14 -3.75
H -5.58 -1.81 -1.79
H -4.83 -3.39 -2.05
H -5.63 -2.56 -3.40
H -2.02 -2.18 -4.22
H -3.61 -2.68 -4.82
H -2.82 -3.62 -3.56
H 2.36 -2.66 -1.66
H 3.18 -1.43 -0.67
H 1.35 -1.81 -3.44
H -0.02 2.22 -3.51
H -0.03 2.37 1.02
H 0.16 4.11 0.75
H 1.57 3.05 0.70
H -1.79 2.43 -0.96
H -1.36 3.32 -2.42
H -1.47 4.18 -0.88
H 2.24 3.82 -1.54
H 0.94 5.00 -1.39
H 1.06 3.98 -2.84
H 1.69 -1.49 -5.66
H 0.38 -1.24 -6.83
H 0.03 -2.02 -5.28
H 2.27 0.95 -5.73
H 1.01 2.18 -5.56
H 1.02 1.13 -6.98
H -1.78 -0.27 -4.93
H -1.36 0.42 -6.51
H -1.41 1.45 -5.07
O -1.09 0.65 5.05
C -0.86 2.05 5.15
N 0.02 2.35 6.25
C 1.38 2.52 6.23
O 2.00 2.85 7.22
C 2.06 2.28 4.91
C 2.87 3.26 4.34
C 3.48 2.96 3.14
C 3.26 1.73 2.55
N 2.49 0.77 3.10
C 1.95 1.06 4.29
H -1.41 0.46 4.16
H -1.81 2.57 5.34
H -0.43 2.43 4.23
H -0.38 2.35 7.17
H 3.00 4.22 4.83
H 4.11 3.68 2.64
H 3.72 1.47 1.60
H 1.36 0.28 4.75
N 0.84 -2.47 4.30
C 1.17 -1.77 3.43
H 0.26 -2.74 5.07
*
```

***

(5)
The following is a quantum chemistry calculation of a molecular structure, C52H73As2BiN4OP2, from the Open Molecules 2025 dataset.

Properties
Molar mass: 1190.955 g mol⁻¹
LUMO level: -5.8214 eV
Frontier orbital gap: 6.33 eV
Relative energy (zero: lowest compared OMol25 entry of this formula, charge and spin): 20.9 kJ/mol
HOMO: -0.447 Eh

Structure (ORCA input):
```
! wB97M-V def2-TZVPD RIJCOSX def2/J DEFGRID3
* xyz 2 1
Bi 0.34 -0.84 -0.45
C 3.23 -2.37 2.36
As 2.83 -1.10 0.94
C 4.19 0.19 1.39
C 3.57 -1.91 -0.67
C 4.58 -1.25 -1.35
C 5.13 -1.80 -2.50
C 4.67 -3.02 -2.97
C 3.65 -3.68 -2.30
C 3.08 -3.14 -1.15
As 1.62 -4.03 -0.20
C 2.62 -5.50 0.61
C 0.83 -5.04 -1.67
H 4.26 -2.70 2.21
H 2.55 -3.21 2.38
H 3.16 -1.83 3.31
H 5.14 -0.33 1.28
H 4.05 0.47 2.43
H 4.14 1.07 0.76
H 4.96 -0.30 -0.99
H 5.92 -1.28 -3.03
H 5.10 -3.46 -3.86
H 3.30 -4.63 -2.68
H 3.14 -6.04 -0.17
H 1.91 -6.16 1.12
H 3.34 -5.12 1.33
H 1.51 -5.82 -2.00
H 0.59 -4.39 -2.51
H -0.09 -5.50 -1.31
C -3.81 -5.02 -1.29
C -4.03 -4.94 0.08
C -3.29 -4.07 0.85
C -2.29 -3.28 0.27
C -2.08 -3.38 -1.10
C -2.84 -4.24 -1.88
P -1.37 -2.11 1.32
C -0.51 -3.06 2.60
C -0.59 -4.45 2.72
C 0.09 -5.09 3.74
C 0.85 -4.37 4.65
C 0.95 -2.99 4.52
C 0.29 -2.34 3.50
C -2.72 -1.23 2.18
C -2.61 -0.82 3.50
C -3.69 -0.20 4.12
C -4.86 0.04 3.42
C -4.96 -0.35 2.10
C -3.90 -0.98 1.47
H -4.41 -5.70 -1.90
H -4.80 -5.55 0.54
H -3.49 -3.99 1.92
H -1.31 -2.79 -1.59
H -2.66 -4.30 -2.95
H -1.18 -5.03 2.02
H 0.01 -6.17 3.83
H 1.37 -4.88 5.45
H 1.55 -2.42 5.23
H 0.39 -1.27 3.38
H -1.72 -1.01 4.08
H -3.60 0.10 5.16
H -5.70 0.52 3.91
H -5.88 -0.18 1.55
H -4.00 -1.30 0.45
C -3.76 3.49 2.89
C -2.53 2.68 2.57
C -1.52 2.50 3.51
C -0.40 1.74 3.20
C 0.67 1.50 4.23
C -0.30 1.19 1.93
C -1.30 1.34 0.95
C -2.42 2.09 1.31
N -1.14 0.69 -0.28
C -1.86 1.06 -1.53
C -1.87 2.58 -1.79
C -2.60 2.91 -3.09
C -1.85 2.27 -4.26
C -1.81 0.75 -4.06
C -3.24 0.21 -4.03
C -4.00 0.84 -2.86
C -4.04 2.36 -3.03
C -3.29 0.48 -1.55
C -1.12 0.43 -2.72
H -3.72 3.88 3.91
H -4.66 2.88 2.80
H -3.86 4.34 2.21
H -1.62 2.95 4.49
H 0.73 2.32 4.94
H 1.66 1.38 3.76
H 0.47 0.59 4.80
H 0.65 0.73 1.66
H -3.24 2.23 0.62
H -0.83 2.90 -1.84
H -2.32 3.11 -0.96
H -2.63 3.99 -3.21
H -0.84 2.67 -4.32
H -2.36 2.50 -5.20
H -1.25 0.28 -4.86
H -3.23 -0.88 -3.92
H -3.74 0.43 -4.98
H -5.02 0.45 -2.83
H -4.58 2.82 -2.20
H -4.57 2.63 -3.94
H -3.21 -0.61 -1.47
H -3.87 0.83 -0.70
H -0.09 0.81 -2.76
H -1.10 -0.67 -2.63
C 0.47 4.45 0.07
N 1.11 3.94 -1.14
C 0.89 4.80 -2.30
P 2.34 2.84 -0.97
O 1.87 1.49 -0.52
N 3.43 3.38 0.18
C 4.31 4.52 -0.11
C 3.01 3.38 1.58
N 3.05 2.75 -2.45
C 3.66 3.84 -3.20
C 3.38 1.44 -3.02
H -0.59 4.63 -0.14
H 0.92 5.40 0.40
H 0.52 3.73 0.88
H -0.17 5.05 -2.34
H 1.13 4.28 -3.22
H 1.45 5.74 -2.24
H 4.86 4.36 -1.03
H 5.05 4.59 0.69
H 3.78 5.47 -0.16
H 2.29 2.58 1.75
H 2.56 4.33 1.88
H 3.88 3.21 2.22
H 3.45 4.81 -2.75
H 3.28 3.85 -4.22
H 4.75 3.71 -3.25
H 2.95 0.64 -2.42
H 4.47 1.30 -3.05
H 3.00 1.37 -4.04
*
```

***

(6)
The following is a quantum chemistry calculation of a molecular structure, C29H24AlN3O3S2Sb, from the Open Molecules 2025 dataset.

Properties
Molar mass: 675.405 g mol⁻¹
LUMO level: -3.1315 eV
Frontier orbital gap: 7.69 eV
Relative energy (zero: lowest compared OMol25 entry of this formula, charge and spin): 126.2 kJ/mol
HOMO: -0.398 Eh

Structure (ORCA input):
```
! wB97M-V def2-TZVPD RIJCOSX def2/J DEFGRID3
* xyz 1 1
Al -1.38 1.74 0.51
O -1.18 -2.66 2.58
C -0.86 -1.85 3.61
C -0.09 -2.39 4.66
C 0.28 -1.71 5.80
C 0.00 -0.37 5.76
C -0.75 0.24 4.76
C -1.16 -0.49 3.67
C -1.64 0.17 2.47
O -1.24 1.36 2.24
N -2.30 -0.54 1.56
N -2.46 0.26 0.36
C -3.24 -0.21 -0.57
S -3.85 0.75 -1.91
C -4.41 -0.72 -2.78
C -5.07 -1.64 -1.77
S -3.94 -1.82 -0.36
H -1.74 -2.13 1.88
H 0.06 -3.47 4.52
H 0.69 -2.15 6.64
H 0.42 0.18 6.61
H -1.04 1.27 4.89
H -3.54 -1.20 -3.25
H -5.10 -0.33 -3.52
H -5.14 -2.65 -2.19
H -6.00 -1.29 -1.42
O -3.60 4.95 0.26
C -2.89 4.03 0.07
N -2.03 3.19 -0.20
C 3.61 -1.23 2.59
C 2.89 -0.08 2.87
C 2.02 0.41 1.93
C 2.15 -0.01 0.59
C 2.97 -1.14 0.27
C 3.65 -1.77 1.30
Sb 0.81 0.89 -0.72
C 0.23 -0.50 -2.16
C 0.00 -1.77 -1.70
C -0.42 -2.84 -2.50
C -0.59 -2.57 -3.83
C -0.52 -1.27 -4.32
C -0.11 -0.23 -3.48
C 1.98 2.27 -1.84
C 1.73 3.62 -1.91
C 2.62 4.49 -2.59
C 3.74 3.99 -3.19
C 3.91 2.58 -3.19
C 3.11 1.74 -2.50
H 4.18 -1.81 3.30
H 2.91 0.32 3.88
H 1.25 1.14 2.15
H 3.05 -1.61 -0.70
H 4.29 -2.66 1.26
H 0.12 -2.17 -0.70
H -0.52 -3.82 -2.02
H -0.82 -3.38 -4.50
H -0.76 -1.02 -5.34
H -0.22 0.80 -3.88
H 0.86 4.08 -1.44
H 2.42 5.57 -2.61
H 4.45 4.57 -3.79
H 4.75 2.19 -3.76
H 3.46 0.70 -2.31
*
```